(1)
{
  "formula": "C3H8N2O3S",
  "method": "ωB97M-V/def2-TZVPD",
  "elements": ["C", "N", "C", "N", "C", "S", "O", "O", "O", "H", "H", "H", "H", "H", "H", "H", "H"],
  "xyz": [[-0.654559, 1.907456, -0.862517], [-0.972940, 0.569367, -0.284071], [-0.002406, -0.245132, 0.038517], [-0.436672, -1.481927, 0.583367], [-1.873507, -1.839416, 0.887693], [1.815190, 0.114825, -0.318376], [2.075668, 0.697916, -1.638192], [2.653056, -1.083249, -0.100849], [2.391227, 1.249662, 0.775815], [0.166422, 2.372063, -0.289152], [-0.454784, 1.902447, -1.943212], [-1.512587, 2.577872, -0.715051], [0.169745, -2.294151, 0.420425], [-2.075651, -2.868500, 0.516214], [-2.617077, -1.122974, 0.444668], [-1.995514, -1.813705, 1.974989], [3.324387, 1.357446, 0.509732]],
  "forces_ev_per_angstrom": [[-0.208, 0.155, 1.022], [3.027, -0.065, -0.398], [-4.579, 0.563, -0.138], [1.567, -0.024, -0.505], [0.371, 0.681, -0.549], [4.754, -1.139, -1.291], [-1.809, -0.341, 1.828], [-2.386, 1.430, 0.407], [-1.661, -1.133, -0.718], [-0.075, -0.075, -0.574], [0.166, -0.368, 0.418], [0.057, -0.425, 0.032], [-0.252, 0.819, 0.246], [0.241, 0.769, 0.211], [1.068, -0.679, 0.214], [-0.042, -0.073, -0.174], [-0.242, -0.095, -0.032]],
  "smiles": "C/N=C(/NC)S(=O)(=O)O",
  "e_above_lowest_kcal_mol": 65.4,
  "fmax_ev_per_a": 5.06,
  "lumo_ev": 0.1
}



(2)
{
  "formula": "C3H8N2OS",
  "method": "ωB97M-V/def2-TZVPD",
  "elements": ["C", "C", "C", "N", "N", "O", "S", "H", "H", "H", "H", "H", "H", "H", "H"],
  "xyz": [[-3.726957, 0.228220, 0.053303], [2.088334, 0.963678, 0.101226], [0.793888, 0.605949, -0.628146], [-2.617671, 0.226654, 0.480479], [0.084991, -0.505910, -0.034627], [-4.851908, 0.285669, -0.224292], [0.771663, -1.915921, -0.043795], [2.497717, 1.889643, -0.294566], [1.893503, 1.095874, 1.162631], [2.826959, 0.172069, -0.024309], [0.101892, 1.452662, -0.566499], [1.014300, 0.422894, -1.689505], [-0.354785, -2.671743, 0.152576], [-1.667189, -0.043917, 0.248699], [1.145266, -2.205818, 1.306824]],
  "forces_ev_per_angstrom": [[0.764, -0.012, 0.384], [-0.321, 0.037, -0.172], [0.521, 0.109, -0.110], [-0.032, 0.217, 0.327], [-0.635, 0.163, 0.061], [-1.192, 0.011, -0.494], [-0.569, -0.196, 1.310], [0.171, 0.068, -0.026], [-0.002, 0.018, 0.124], [0.135, -0.022, 0.015], [0.099, -0.097, -0.143], [-0.022, 0.145, -0.015], [0.568, -0.067, -0.194], [0.522, -0.309, -0.144], [-0.005, -0.064, -0.922]],
  "e_above_lowest_kcal_mol": 74.4,
  "fmax_ev_per_a": 1.44,
  "lumo_ev": 0.1
}